22
Properties=species:S:1:pos:R:3:forces:R:3 method="wB97M-V/def2-TZVPD" homo_energy_ev=-9.0 smiles="C=CCO.CNCN" largest_force_ev_per_a=1.0 charge=0 homo_lumo_gap_ev=9.876 spin_multiplicity=1 relative_energy_kcal_mol=65.03 total_energy_ha=-383.59707
C -0.5739 2.2897 -0.9292 0.6120 -0.0834 0.7786
C 0.6073 1.9016 -0.4521 -0.4301 -0.2096 -0.0709
C 1.4438 2.7544 0.4567 -0.1428 0.0038 -0.4960
O 1.8797 1.9883 1.5632 -0.1147 -0.2603 0.1466
H -1.2205 1.6125 -1.4627 -0.0182 0.2025 -0.3894
H -0.9404 3.2676 -0.6446 -0.2683 0.0206 -0.1733
H 0.9768 0.9043 -0.6766 0.1280 0.0445 0.0779
H 2.3149 3.1200 -0.0977 -0.0710 0.2109 0.0132
H 0.7984 3.5844 0.7688 0.3435 0.1669 0.0593
H 2.6446 2.4107 1.9605 -0.0062 0.0551 -0.0040
C 0.4901 -2.5841 -0.7391 -0.5792 0.0804 -0.7834
N -0.1775 -2.4514 0.5360 -0.3736 -0.1825 0.2978
C -1.5685 -1.9920 0.4226 0.3307 0.0553 0.0304
N -1.7239 -0.5659 0.2891 0.0476 0.2831 -0.1501
H 1.4854 -3.0040 -0.6207 0.0761 0.1535 -0.0103
H -0.0730 -3.1994 -1.4712 0.1314 -0.1663 0.2793
H 0.5330 -1.6123 -1.2398 0.3926 0.0746 0.2430
H -0.2233 -3.3615 0.9738 0.2297 -0.0885 0.1378
H -2.0860 -2.2984 1.3322 -0.0087 -0.0729 -0.0317
H -2.0537 -2.4766 -0.4364 -0.1382 0.0890 0.0238
H -1.2374 -0.0668 1.0263 -0.0443 -0.1943 0.1572
H -1.2959 -0.2212 -0.5592 -0.0962 -0.1822 -0.1359